# C54H126N8O10

9 unconnected molecules or ions with the total composition C54H126N8O10 in a non-equilibrium geometry (ωB97M-V/def2-TZVPD, OMol25).

Properties
Total energy: -90418.4050 eV
⟨S²⟩: 0.754
Net charge: +1
Multiplicity: 2
Max |F|: 4.73 eV/Å
LUMO (spin up / spin down): -2.143 / -6.609 eV

```
198
Properties=species:S:1:pos:R:3:forces:R:3
C -1.649 1.304 5.267 0.8 0.2 -0.9
C -0.696 0.180 5.786 0.3 1.7 -0.5
C 0.812 0.698 5.806 -1.2 -1.8 0.0
O 1.399 0.673 4.506 -0.7 1.5 -0.2
C 2.675 1.330 4.441 -0.2 -1.6 1.1
N -1.107 -0.257 7.094 0.6 -0.5 0.5
H -1.111 2.048 4.679 0.3 -0.1 -0.3
H -2.115 1.930 6.028 -0.1 -0.5 0.4
H -2.393 0.904 4.578 -0.3 0.0 0.3
H -0.843 -0.711 5.177 0.6 0.2 -0.5
H 1.361 -0.011 6.426 0.2 -0.1 0.3
H 0.832 1.656 6.325 0.1 0.4 -0.4
H 3.230 0.825 5.233 0.8 -0.1 -0.1
H 2.752 2.380 4.721 -0.7 0.3 -0.4
H 3.111 1.093 3.471 -0.1 0.3 0.1
H -2.093 -0.468 7.029 -0.1 0.0 0.4
H -0.947 0.456 7.791 -0.3 0.1 0.1
C -3.037 3.149 1.817 -0.3 0.7 0.1
C -2.240 2.262 0.863 -0.1 0.6 2.0
C -1.395 1.254 1.684 -0.4 1.3 -1.2
O -0.509 0.716 0.717 0.4 -0.8 -0.1
C 0.711 0.205 1.250 -0.5 -1.0 0.2
N -3.273 1.621 0.051 0.8 0.0 0.2
H -3.769 3.762 1.292 0.0 -0.2 -0.3
H -2.477 3.896 2.379 0.4 -0.3 0.2
H -3.663 2.556 2.484 0.4 -0.2 0.2
H -1.560 2.851 0.249 0.3 0.2 0.0
H -2.164 0.609 2.110 0.3 -1.0 0.1
H -0.789 1.653 2.497 -0.3 0.5 0.0
H 1.203 -0.384 0.476 0.0 0.3 -0.1
H 0.505 -0.500 2.056 -0.1 0.1 0.1
H 1.396 0.946 1.664 -0.2 0.5 -0.2
H -3.565 2.404 -0.516 -0.5 -0.2 -0.7
H -2.846 0.897 -0.508 -0.2 0.0 -0.6
C 8.219 -2.159 -0.063 -1.4 -0.2 -0.8
C 8.197 -0.632 0.009 -0.1 -1.4 0.9
C 6.916 -0.185 0.835 1.4 1.2 -0.6
O 5.648 -0.233 0.151 0.6 0.2 0.3
C 4.670 0.431 0.938 -1.8 -0.3 -1.4
N 9.488 -0.235 0.673 -1.1 0.5 -0.4
H 8.055 -2.565 0.935 0.1 -0.2 0.0
H 9.058 -2.641 -0.565 0.5 0.4 0.3
H 7.393 -2.451 -0.711 -0.5 -0.3 0.2
H 8.138 -0.264 -1.015 0.1 0.5 0.2
H 7.075 0.868 1.067 0.2 0.2 0.2
H 6.907 -0.693 1.800 -0.3 -0.5 0.0
H 3.777 0.646 0.351 -0.1 -0.4 -1.2
H 4.829 1.487 1.157 1.1 -0.3 1.2
H 4.170 -0.261 1.616 0.8 0.3 1.2
H 10.187 -0.772 0.180 0.3 0.3 -0.5
H 9.529 -0.724 1.556 -0.3 0.1 0.6
C -6.329 1.663 2.210 -0.7 0.3 0.6
C -5.858 0.223 2.082 -0.5 1.9 0.2
C -6.749 -0.770 2.770 -1.1 -0.2 1.4
O -7.080 -0.381 4.108 1.4 1.1 -0.4
C -7.744 -1.342 4.861 -0.3 0.5 0.0
N -5.816 -0.111 0.685 -0.2 -1.2 -0.1
H -7.288 1.865 1.732 -0.1 -0.5 -0.4
H -5.627 2.365 1.760 0.1 -0.1 0.2
H -6.542 1.906 3.251 0.5 0.2 0.1
H -4.866 0.173 2.530 0.3 0.0 0.3
H -6.252 -1.739 2.819 0.0 -0.4 -0.2
H -7.721 -0.860 2.283 0.1 -0.2 -0.7
H -7.987 -0.871 5.814 0.1 -0.1 0.1
H -7.105 -2.210 5.023 -0.2 -0.4 0.0
H -8.697 -1.557 4.377 -0.1 -0.7 0.0
H -5.326 0.586 0.141 0.3 0.0 0.3
H -5.234 -0.935 0.734 0.3 -0.4 -1.2
C -4.573 5.385 -0.494 1.0 0.7 0.2
C -5.056 6.807 -0.976 -0.3 -0.8 -0.5
O -5.494 7.700 0.037 0.6 -0.6 0.8
O -3.917 4.540 -1.500 -1.3 0.3 -0.1
H -5.401 4.818 -0.070 0.1 -0.1 -0.2
H -3.785 5.480 0.253 -0.5 0.5 0.5
H -5.955 6.690 -1.580 0.4 -0.4 -0.8
H -4.239 7.265 -1.532 0.0 -0.1 -0.3
H -5.474 8.578 -0.352 0.0 0.1 0.1
H -3.016 4.826 -1.663 0.0 0.4 0.2
C -4.131 2.732 -6.197 0.5 -0.3 -0.6
C -3.720 1.599 -5.249 -2.0 -1.0 2.5
C -4.237 0.201 -5.726 -1.8 0.8 0.7
C -3.600 -0.361 -6.915 2.3 -0.4 -0.4
C -2.106 -0.413 -6.533 -0.2 -1.0 -1.4
C -1.432 0.889 -6.192 1.2 -0.5 -1.2
N -2.250 1.467 -5.082 -0.4 0.7 -3.6
O -1.675 2.503 -4.517 0.6 0.6 0.7
C 0.056 0.611 -5.747 -0.9 0.1 0.2
C -1.355 1.781 -7.526 -0.5 0.7 1.4
C -4.311 1.876 -3.751 1.6 -0.6 0.2
H -4.122 2.333 -7.211 0.1 0.2 -0.1
H -3.457 3.587 -6.143 -0.2 0.1 0.1
H -5.166 3.007 -5.993 0.2 0.1 0.3
H -4.126 -0.474 -4.877 -0.1 -0.1 0.0
H -5.290 0.226 -6.005 -0.4 0.6 0.8
H -3.764 0.153 -7.862 0.0 0.6 0.2
H -3.951 -1.359 -7.176 0.0 -0.2 0.5
H -1.599 -0.796 -7.419 0.5 -0.3 0.4
H -1.959 -1.055 -5.664 -0.1 -0.5 -0.2
H 0.061 0.290 -4.705 0.3 0.3 0.1
H 0.503 -0.227 -6.283 -0.5 -0.1 -0.3
H 0.726 1.443 -5.963 -0.3 0.2 0.5
H -0.524 1.514 -8.179 -0.1 -0.8 0.3
H -2.307 1.762 -8.056 0.3 0.0 -0.1
H -1.114 2.809 -7.257 -0.2 0.2 0.1
H -3.916 2.734 -3.207 -0.2 0.8 -0.9
H -3.904 1.140 -3.058 0.1 -0.9 -0.3
H -5.378 1.823 -3.536 -0.1 0.1 -1.0
H -1.494 2.191 -3.627 0.4 0.4 1.2
C 3.337 0.505 -2.652 0.1 1.2 -1.3
C 2.909 2.010 -2.669 -0.6 1.2 0.9
C 1.383 2.088 -2.284 0.6 0.2 -1.4
C 0.867 3.487 -1.894 0.6 -1.5 0.0
C 1.639 3.979 -0.699 0.4 0.8 0.1
C 3.203 3.935 -0.897 -1.1 0.2 0.1
N 3.633 2.699 -1.562 -4.6 -0.8 0.6
O 4.933 2.522 -1.556 4.1 0.4 -0.8
C 3.567 5.207 -1.708 1.2 0.2 0.2
C 3.820 4.029 0.543 -0.2 0.6 -0.6
C 3.111 2.717 -4.087 0.5 -0.4 0.6
H 2.859 0.067 -3.528 -0.3 -0.4 0.2
H 3.121 -0.041 -1.734 -0.2 0.2 0.0
H 4.397 0.398 -2.883 0.1 0.1 0.2
H 0.871 1.856 -3.217 -0.2 -0.4 -0.2
H 1.124 1.295 -1.583 0.0 0.3 0.4
H -0.199 3.365 -1.704 -0.2 0.3 0.3
H 0.962 4.169 -2.739 0.2 0.1 -0.1
H 1.342 3.542 0.255 0.0 -0.7 -0.2
H 1.353 5.024 -0.578 0.3 0.3 0.2
H 4.653 5.207 -1.800 0.2 0.1 0.0
H 3.215 5.338 -2.731 -0.4 -0.6 0.1
H 3.301 6.138 -1.207 -0.1 -0.1 0.3
H 3.717 5.084 0.796 0.2 0.0 0.3
H 3.280 3.479 1.315 -0.3 -0.3 -0.3
H 4.866 3.742 0.650 0.0 0.2 -0.5
H 3.054 3.806 -4.092 -0.2 0.0 0.6
H 2.391 2.431 -4.853 0.0 -0.5 0.1
H 4.119 2.527 -4.457 0.0 -0.3 -0.1
H 5.157 1.664 -1.189 -0.1 -0.4 0.4
C 1.621 -3.090 4.622 0.0 -0.6 0.2
C 2.295 -3.721 3.352 0.3 -1.1 1.1
C 2.262 -2.606 2.322 0.2 -0.9 -0.5
C 3.063 -2.985 1.052 -0.4 0.4 1.9
C 4.467 -3.392 1.473 0.5 -0.7 -0.2
C 4.702 -4.412 2.662 0.2 -0.1 -0.6
N 3.740 -4.007 3.688 0.4 0.7 1.5
O 3.942 -4.821 4.937 -0.8 0.6 -2.0
C 4.547 -5.889 2.287 -0.2 -0.7 -0.6
C 6.187 -4.271 3.157 -1.0 1.3 -0.3
C 1.516 -5.033 2.906 0.3 1.0 1.1
H 2.011 -2.141 4.990 0.7 0.1 -0.6
H 1.673 -3.730 5.503 -0.2 -0.4 -0.2
H 0.580 -2.832 4.431 -0.2 -0.4 -0.2
H 1.211 -2.438 2.085 -0.1 0.1 0.0
H 2.642 -1.749 2.878 0.2 0.4 -0.5
H 3.172 -2.089 0.442 -0.2 -0.2 -0.5
H 2.533 -3.787 0.538 0.0 0.1 -0.3
H 4.997 -2.468 1.705 0.2 0.0 0.1
H 4.891 -3.793 0.553 0.7 -0.2 0.2
H 3.782 -6.094 1.538 -0.6 0.2 0.4
H 5.387 -6.399 1.817 0.7 0.6 0.1
H 4.398 -6.460 3.204 -0.4 0.0 -0.1
H 6.362 -3.229 3.422 -0.1 0.2 0.4
H 6.430 -4.878 4.030 -0.1 -0.3 -0.3
H 6.868 -4.400 2.316 0.0 -0.6 0.0
H 1.702 -5.424 1.905 0.1 0.4 -0.1
H 0.455 -4.822 3.038 -0.1 -0.2 -0.1
H 1.797 -5.828 3.597 -0.1 0.0 0.1
H 4.390 -4.191 5.505 0.0 0.2 0.0
C -3.670 -4.011 0.255 1.4 -0.2 -0.7
C -2.162 -3.438 0.525 -1.7 -0.7 1.8
C -1.088 -4.540 0.488 0.2 -0.5 -0.6
C -0.669 -4.999 -0.897 0.3 0.5 -0.1
C -0.209 -3.837 -1.795 -0.8 0.0 1.4
C -1.192 -2.596 -1.736 0.0 -0.8 0.5
N -1.727 -2.313 -0.338 2.7 -3.4 -0.1
O -2.529 -1.232 -0.318 -1.7 1.2 -0.2
C -0.312 -1.418 -2.095 0.3 1.0 -1.3
C -2.307 -2.832 -2.772 0.2 0.7 0.0
C -2.183 -3.051 2.087 -0.5 0.5 -1.2
H -3.905 -4.844 0.917 0.2 0.2 0.4
H -3.758 -4.476 -0.727 0.3 0.1 -0.2
H -4.504 -3.309 0.283 0.4 0.4 0.3
H -0.214 -4.275 1.084 0.1 0.8 -0.3
H -1.349 -5.457 1.015 -0.9 0.1 0.2
H -1.483 -5.558 -1.358 -0.1 0.0 -0.1
H 0.159 -5.695 -0.765 0.0 -0.2 -0.2
H -0.077 -4.246 -2.797 -0.2 0.5 -0.3
H 0.771 -3.490 -1.466 0.1 -0.1 0.2
H 0.492 -1.181 -1.398 -0.1 -0.5 0.1
H 0.126 -1.576 -3.080 0.5 -0.6 -0.1
H -0.761 -0.450 -2.316 -1.0 0.2 0.6
H -1.887 -3.107 -3.739 0.2 -0.1 0.0
H -3.015 -3.608 -2.480 0.1 0.2 0.1
H -2.821 -1.883 -2.925 -0.4 0.0 0.1
H -2.291 -3.882 2.784 0.4 -0.6 -0.6
H -3.089 -2.499 2.335 0.2 0.7 -0.2
H -1.270 -2.517 2.351 -0.1 0.3 0.0
H -2.019 -0.594 0.185 0.3 0.3 0.2
```
Positions in Å, forces in eV/Å.

Here are the Löwdin charges for atoms 1 to 99, given in e: -0.059 -0.399 -0.182 -0.224 -0.080 0.020 0.054 0.077 0.059 0.121 0.112 0.125 0.085 0.089 0.065 0.076 0.074 -0.053 -0.392 -0.170 -0.211 -0.077 0.079 0.036 0.089 0.069 0.119 0.121 0.115 0.068 0.072 0.083 0.053 0.047 -0.087 -0.375 -0.167 -0.187 -0.132 0.030 0.067 0.077 0.072 0.133 0.115 0.118 0.059 0.082 0.075 0.059 0.060 -0.054 -0.465 -0.189 -0.209 -0.123 0.049 0.084 0.042 0.080 0.123 0.120 0.131 0.090 0.087 0.088 0.039 0.049 -0.180 -0.228 -0.064 -0.108 0.121 0.102 0.115 0.114 0.087 0.078 0.016 -0.373 -0.145 -0.175 -0.139 -0.401 0.051 0.118 0.004 0.029 0.015 0.075 0.100 0.109 0.123 0.141 0.115 0.133 0.136 0.124 0.062